27
Properties=species:S:1:pos:R:3:forces:R:3 method="wB97M-V/def2-TZVPD" mol_weight_g_mol=321.07 multiplicity=3 largest_force_ha_per_bohr=0.082 e_above_lowest_kj_mol=0.00 orbital_gap_ev="7.69 / 5.40" energy_ev=-165221.8434
C -0.7230 -2.3355 1.1956 0.2 -1.4 -3.7
C -2.3667 1.0675 -0.4617 3.2 -1.1 -0.7
C -0.2672 1.0474 -2.7630 -3.9 1.5 0.8
C -0.2165 3.1369 -0.3047 0.4 0.5 -1.7
C 0.7571 -2.7332 1.3237 -0.3 -0.4 -0.7
C 1.6889 -1.6113 1.7368 -1.6 2.1 0.7
N 0.3580 0.3664 0.1746 -1.5 0.8 -0.9
Si -0.5437 1.4085 -0.9266 -0.8 -0.9 1.4
P 1.6679 -0.3555 0.3658 1.5 -0.1 0.8
Br 3.9376 1.4955 1.2878 0.6 0.5 0.2
Br 2.4375 -1.5075 -1.3801 0.2 -0.5 -0.5
H -1.1344 -2.1527 2.1245 -0.6 1.4 2.0
H -0.8615 -1.5313 0.4011 -0.1 -1.0 1.5
H -1.3678 -3.2180 0.8993 1.0 0.7 -0.2
H -2.8958 1.8892 -0.7013 -2.1 2.8 -1.1
H -2.7296 0.2212 -0.9800 -0.6 -1.1 -0.2
H -2.3940 0.9995 0.5790 -0.2 -0.6 1.8
H 0.7372 1.0999 -2.9138 2.9 -0.3 -1.0
H -0.7887 0.1071 -3.0014 0.7 0.2 -0.1
H -0.7834 1.8867 -3.3490 0.7 -1.1 0.7
H 0.6749 3.5750 -0.8391 -0.7 -0.2 1.0
H -1.0815 3.7465 -0.5471 -0.2 0.3 -0.5
H -0.2160 3.2009 0.7660 0.7 -0.2 0.6
H 1.1962 -3.4251 0.5360 -0.6 1.5 0.3
H 0.8124 -3.3763 2.1267 -0.1 -1.7 2.1
H 1.4363 -1.0332 2.7496 0.0 -1.2 -2.2
H 2.6658 -1.9686 1.9014 1.4 -0.4 -0.2

---

19
Properties=species:S:1:pos:R:3:forces:R:3 method="wB97M-V/def2-TZVPD" mol_weight_g_mol=107.22 smiles=CNC.CSC largest_force_ha_per_bohr=0.108 e_above_lowest_kj_mol=190.52 orbital_gap_ev=9.38 energy_ev=-16682.1157
C 1.7807 -0.0443 1.5522 0.4 3.8 -0.3
N 1.2088 -1.2871 1.5851 -1.7 -3.2 0.1
C 1.7532 -2.5138 0.9375 -1.1 3.1 -0.7
H 1.3812 0.5562 0.6836 0.7 -0.4 0.6
H 2.8637 -0.0639 1.5145 0.6 0.2 -0.2
H 1.5182 0.6028 2.4673 0.2 -1.2 -1.2
H 1.0081 -1.5356 2.5087 -0.5 -0.4 1.5
H 1.6394 -2.3209 -0.1258 0.1 -0.4 -0.4
H 2.7924 -2.6159 1.1310 1.0 -0.8 0.4
H 1.0713 -3.2860 1.2234 0.2 -0.8 0.2
C -0.7692 2.0534 -2.1874 -1.2 0.1 1.0
S -2.3856 2.5441 -1.3541 -0.5 -1.8 -0.2
C -3.0417 0.8091 -0.7886 0.9 -0.8 -5.4
H -0.5062 2.5007 -3.1333 -0.5 0.5 -0.2
H -0.1255 2.3998 -1.4148 1.2 -0.2 0.2
H -0.7568 0.9852 -2.3198 0.1 -0.4 0.2
H -3.7281 0.2834 -1.6627 1.5 1.7 2.3
H -3.5222 0.8077 0.1153 -1.3 0.5 2.1
H -2.1817 0.1252 -0.7321 -0.1 0.4 0.2

---

14
Properties=species:S:1:pos:R:3:forces:R:3 method="wB97M-V/def2-TZVPD" mol_weight_g_mol=101.10 smiles="C=C(C)O.N#CO" largest_force_ha_per_bohr=0.063 e_above_lowest_kj_mol=283.60 orbital_gap_ev=9.95 energy_ev=-9844.3404
C 0.1687 -0.0029 -1.4704 0.9 0.0 1.4
C 0.5789 0.0330 -0.1720 2.0 -0.8 -2.4
C 0.8106 -1.2184 0.6273 -0.7 0.3 0.4
O 1.2654 1.1404 0.2491 -0.5 0.0 0.2
H -0.1841 -0.9133 -1.9206 -0.2 -0.1 0.1
H 0.3038 0.8588 -2.1036 0.0 0.3 -0.1
H 1.8789 -1.4033 0.7430 0.0 0.1 -0.1
H 0.3584 -2.0820 0.1470 -0.1 0.0 0.0
H 0.3698 -1.1007 1.6180 0.0 -0.1 0.1
H 1.3347 1.1315 1.2123 -0.1 0.0 0.0
N -1.6157 0.9432 1.9107 0.9 -0.3 0.1
C -1.6201 0.8281 0.7618 -2.1 0.5 -1.0
O -2.1377 0.7576 -0.4428 -0.1 0.6 0.4
H -1.5117 1.0280 -1.1597 -0.1 -0.5 0.9

---

14
Properties=species:S:1:pos:R:3:forces:R:3 method="wB97M-V/def2-TZVPD" mol_weight_g_mol=97.12 smiles=CC[C@@]1(C#N)CO1 largest_force_ha_per_bohr=0.036 e_above_lowest_kj_mol=264.63 orbital_gap_ev=11.89 energy_ev=-8833.4601
C -1.8549 0.1209 -0.2422 0.5 -0.5 0.2
C -0.5606 -0.6718 0.2436 -0.4 0.1 0.0
C 0.8575 -0.0462 -0.1632 -0.3 0.3 0.0
C 0.5845 1.1132 -1.0291 -0.6 0.5 -0.1
N -0.1150 1.8934 -1.5288 1.9 -0.2 -0.1
C 2.1256 -0.1682 0.6312 -0.4 0.1 0.2
O 1.9262 -0.9020 -0.5572 -0.6 -0.3 -0.1
H -1.5019 1.0240 -0.7094 -0.6 0.2 0.1
H -2.5446 0.4389 0.5546 0.4 -0.5 0.0
H -2.4346 -0.3925 -1.0247 0.3 -0.2 0.4
H -0.6117 -0.7801 1.3393 0.3 0.1 -0.4
H -0.5856 -1.6893 -0.1766 0.2 0.4 0.1
H 2.9844 0.5230 0.6376 -0.8 0.0 -0.3
H 2.0288 -0.7419 1.5534 0.0 0.0 -0.1

---

16
Properties=species:S:1:pos:R:3:forces:R:3 method="wB97M-V/def2-TZVPD" mol_weight_g_mol=60.14 multiplicity=2 total_charge=+1 largest_force_ha_per_bohr=0.038 e_above_lowest_kj_mol=70.24 orbital_gap_ev="10.48 / 2.47" energy_ev=-4330.5040
C -0.7898 2.5433 -1.1123 -0.7 -0.6 1.7
C -0.5149 2.7359 0.3168 -0.5 -0.8 -1.4
H -1.6635 3.0875 -1.4746 0.5 0.6 -0.3
H 0.1511 2.8212 -1.6794 -0.1 -0.2 -0.5
H -0.9141 1.4570 -1.2905 0.6 0.0 -0.4
H -1.4323 3.0765 0.9120 0.3 0.5 0.2
H -0.0395 1.8993 0.8091 0.3 0.2 0.2
H -0.0394 3.7767 0.4553 -0.4 0.2 0.4
C 0.0235 -2.8411 -0.0270 -0.6 0.1 0.2
C 1.2717 -2.5197 0.7724 1.1 -0.4 0.0
H -0.6272 -3.4550 0.5952 -0.3 0.1 -0.2
H -0.5002 -1.9172 -0.2988 -0.1 -0.1 0.2
H 0.1455 -3.3447 -0.9841 0.5 -0.3 0.2
H 1.5063 -3.1976 1.5995 -0.5 -0.1 -0.1
H 1.2398 -1.5360 1.2270 -0.1 0.3 0.0
H 2.1829 -2.5862 0.1793 0.0 0.3 -0.3

---

113
Properties=species:S:1:pos:R:3:forces:R:3 method="wB97M-V/def2-TZVPD" mol_weight_g_mol=828.81 smiles="C[C@H]1COC(=O)O1.C[C@H]1COC(=O)O1.C[C@H]1COC(=O)O1.C[C@H]1COC(=O)O1.C[C@H]1COC(=O)O1.COC(=O)OC.COC(=O)OC.CCCC#N.CCCC#N" largest_force_ha_per_bohr=0.163 e_above_lowest_kj_mol=106.35 orbital_gap_ev=9.61 energy_ev=-82139.9556
C 1.3827 -2.7704 -0.0365 0.1 -0.2 -0.3
C 1.0486 -3.0942 -1.5099 -0.2 1.5 2.4
C 0.3252 -1.9077 -2.2122 -1.4 -1.0 -0.1
O 1.3363 -1.3656 -3.0386 -0.2 0.2 0.0
C 2.3872 -2.2195 -3.0260 1.8 3.0 -2.9
O 3.3487 -2.0546 -3.7238 0.0 0.2 -0.4
O 2.2987 -3.1361 -2.1758 -0.7 -3.1 1.6
H 0.4551 -2.6611 0.4895 -0.4 0.0 0.4
H 1.9264 -1.8278 0.0761 -0.2 0.2 -0.4
H 2.0462 -3.4738 0.4931 -0.5 -0.2 -0.6
H 0.5086 -4.0176 -1.6188 0.0 -0.4 -0.1
H -0.2175 -1.1901 -1.5815 1.0 0.1 0.4
H -0.5056 -2.2408 -2.8448 0.3 -0.4 -0.2
C -4.1268 2.1128 2.8048 1.1 2.0 2.4
C -4.3655 1.3166 4.0749 -0.3 0.6 -0.4
C -5.5765 0.3464 3.8807 2.8 0.4 2.4
O -4.8982 -0.8718 3.5923 -3.0 0.1 -0.4
C -3.6612 -0.7989 3.9250 3.7 -1.4 0.6
O -2.9260 -1.7522 3.9174 -0.2 0.5 0.0
O -3.2331 0.4361 4.2674 -1.4 0.0 0.1
H -3.9940 1.5647 1.9386 0.6 -1.6 -1.5
H -3.2189 2.7692 2.9818 -1.3 -0.5 -0.6
H -5.0145 2.6730 2.5952 -0.4 1.0 0.1
H -4.4594 1.9809 4.9784 0.1 -0.7 -0.9
H -6.1965 0.6181 3.1241 -1.5 0.7 -2.5
H -6.1656 0.3189 4.7771 -0.2 -0.7 0.6
C -3.4481 1.5254 -4.7538 2.1 0.0 -1.6
C -2.2455 0.5797 -4.3313 -1.3 3.2 -0.6
C -0.8512 1.2368 -4.4799 -0.6 -1.8 -2.5
O -0.5984 1.7657 -3.2235 2.4 1.4 -0.4
C -1.3446 1.2368 -2.3275 -3.7 -1.3 4.1
O -1.3531 1.4041 -1.1070 0.7 -0.4 -3.4
O -2.3528 0.4758 -2.9441 1.3 -0.3 1.9
H -4.3797 0.9975 -4.8583 -0.3 -0.1 0.2
H -3.2139 2.0867 -5.6967 -0.2 -1.0 0.3
H -3.4872 2.3456 -4.0740 -0.4 0.3 1.1
H -2.3335 -0.3465 -4.8305 0.1 -1.2 -0.3
H -0.8109 1.9940 -5.2565 -0.1 0.4 0.2
H -0.1533 0.4391 -4.8338 0.1 0.6 1.0
C 2.4382 3.4029 -2.7121 1.0 -0.8 -0.8
C 2.2872 2.6459 -1.4016 0.6 -1.1 -0.2
C 2.2377 1.1122 -1.5691 -0.5 2.0 -1.5
O 3.5505 0.7034 -1.2810 -2.0 -3.7 -1.6
C 4.2120 1.5868 -0.6775 5.1 2.3 2.0
O 5.3963 1.4087 -0.3219 -3.5 0.9 -0.6
O 3.4968 2.7282 -0.5726 0.0 0.9 -0.1
H 3.4141 3.1133 -3.1411 0.0 0.5 0.3
H 2.3602 4.4562 -2.5661 0.3 0.8 0.1
H 1.7927 3.1670 -3.5794 -0.5 -0.3 1.0
H 1.4565 3.0054 -0.8232 -0.3 0.2 0.4
H 1.9944 0.8781 -2.5967 0.1 -0.4 -0.1
H 1.4837 0.7520 -0.9294 -0.5 -1.2 1.1
C -3.4219 6.8487 -2.5514 1.0 -0.8 -0.2
C -2.9350 5.4357 -2.3152 0.4 -1.0 -1.4
C -1.4305 5.1772 -2.6122 0.2 -0.2 0.5
O -1.0362 4.4978 -1.4126 3.0 -0.7 -1.3
C -1.9716 4.3653 -0.5268 -0.8 -1.5 1.7
O -1.9521 3.7083 0.4863 0.5 1.0 -0.8
O -3.0288 5.0218 -0.9365 -2.7 1.4 -0.8
H -4.4599 7.0048 -2.4195 -1.1 -0.1 0.2
H -3.1155 7.2469 -3.5145 0.0 -0.3 -0.3
H -2.8791 7.3943 -1.8377 0.5 1.3 1.1
H -3.4528 4.6892 -2.9660 -0.2 0.5 0.8
H -0.7164 5.9817 -2.7519 -0.4 0.8 0.3
H -1.2247 4.5492 -3.4897 -0.5 -0.3 0.4
C 3.7579 -0.2035 2.1648 3.4 -1.6 -0.7
O 2.8919 0.8594 2.3137 -2.5 2.1 0.3
C 1.5685 0.6686 2.3392 -2.1 -7.6 -1.1
O 0.9960 -0.5766 2.0856 3.1 6.9 1.2
O 0.8534 1.7106 2.6496 2.7 0.8 0.4
C -0.5345 1.6264 2.6155 -1.4 -0.7 -1.7
H 4.8635 0.1541 2.2636 -2.2 0.0 0.0
H 3.7634 -0.6614 1.1460 -0.6 0.3 0.8
H 3.6351 -0.9646 2.9325 -0.4 -0.1 -0.1
H -0.9838 2.6005 2.7896 0.6 0.3 -0.2
H -0.9055 0.9801 3.4069 0.0 -0.5 -0.3
H -0.7546 1.3081 1.5499 -0.6 0.1 1.5
C -2.6355 -5.5836 0.3805 1.6 -1.4 -1.8
O -3.4231 -4.4495 0.6025 -0.6 3.3 0.6
C -2.9177 -3.2215 0.3288 5.6 0.8 -5.1
O -1.8104 -3.0623 -0.5712 -6.4 -0.9 5.3
O -3.5425 -2.1593 0.8506 -0.2 -2.8 -0.6
C -3.0081 -0.8687 0.5806 1.2 1.2 -0.3
H -1.6604 -5.2827 -0.0030 0.0 0.2 0.1
H -3.0279 -6.2442 -0.4619 -0.1 0.9 1.4
H -2.4443 -6.1412 1.3048 -0.6 0.2 -0.1
H -2.7665 -0.6865 -0.4930 -0.1 -0.5 0.9
H -2.1089 -0.7486 1.2254 -0.4 0.0 -0.7
H -3.7337 -0.0899 0.8711 0.0 -0.9 0.0
C -0.6377 -3.7489 2.9096 0.8 1.7 1.0
C 0.5585 -3.2963 3.8758 -1.8 0.3 -0.7
C 0.1129 -2.0678 4.7238 1.8 0.5 -2.2
C 1.2528 -1.2864 5.1794 1.9 1.1 0.6
N 2.1583 -0.6582 5.5543 -1.4 -0.9 -0.6
H -1.5171 -4.0875 3.4388 0.0 -0.5 0.4
H -0.2563 -4.4502 2.2195 0.2 -1.2 -0.7
H -1.0513 -2.9256 2.3050 0.6 0.2 0.3
H 1.4472 -3.0421 3.3251 0.1 0.2 -0.6
H 0.8732 -4.1148 4.5249 -0.3 0.0 0.1
H -0.3202 -2.4071 5.5853 -1.8 -0.7 2.1
H -0.5061 -1.3612 4.1582 -0.1 -0.6 0.1
C 7.5886 -2.2156 -0.0791 0.5 1.1 -0.1
C 6.6756 -2.8427 -1.1069 -0.6 0.0 0.3
C 5.1468 -2.4568 -0.8777 1.5 0.6 0.9
C 4.7124 -3.0330 0.4032 -0.8 -1.5 4.1
N 4.4201 -3.4851 1.4656 1.1 1.7 -4.1
H 7.6088 -1.1476 -0.1600 -0.3 0.9 -0.2
H 8.6452 -2.4512 -0.1783 0.0 -0.6 -0.1
H 7.2935 -2.3872 0.9465 -0.2 -0.5 0.2
H 6.7747 -3.8941 -0.8804 -0.4 -0.6 -0.5
H 6.9881 -2.6966 -2.1682 -0.3 0.2 0.9
H 4.5764 -2.9473 -1.6276 -0.6 0.0 -0.8
H 4.9555 -1.3367 -0.8210 0.3 -1.3 -0.4